Computed, not measured: a cluster of 4 separate species, C14H24NO11S in total at a distorted geometry, with the ωB97M-V functional and the def2-TZVPD basis.

The geometry in XYZ format:
```
51
Properties=species:S:1:pos:R:3
C 1.2926 -0.1076 0.8768
N 0.1720 0.4510 1.6373
C -0.6826 1.1141 0.8985
S -2.3151 -0.0086 0.2021
O -2.5351 -1.2294 0.9721
O -2.2285 -0.1891 -1.2628
H 1.6533 -1.0033 1.3729
H 2.1177 0.6118 0.7675
H 0.9625 -0.3560 -0.1385
H -1.2385 1.9215 1.3859
H -0.3372 1.4344 -0.1064
H -3.5017 0.7281 0.3601
C -0.5365 -1.0478 -5.2915
C 0.6766 -0.8852 -4.4103
C 0.4638 -1.1247 -2.9300
O 1.4932 -0.3032 -2.3567
C 1.7497 0.7041 -3.2004
O 2.4117 1.6653 -2.9674
O 1.1335 0.4821 -4.3990
H -1.4386 -0.7234 -4.7722
H -0.4263 -0.4501 -6.1962
H -0.6569 -2.0930 -5.5774
H 1.5103 -1.4942 -4.7793
H 0.6001 -2.1572 -2.6171
H -0.4990 -0.7616 -2.5666
C -3.5772 7.0392 3.2172
C -2.6733 5.9200 2.7626
C -3.3492 4.6887 2.1986
O -2.3925 3.6684 2.4636
C -1.6798 4.0382 3.5616
O -0.9305 3.3604 4.1697
O -1.9709 5.3419 3.8712
H -4.5026 6.6506 3.6446
H -3.0764 7.6348 3.9792
H -3.8284 7.6881 2.3785
H -1.9251 6.2922 2.0556
H -3.5491 4.7351 1.1310
H -4.2724 4.4563 2.7378
C 1.7790 -6.1363 -0.2376
C 2.9724 -5.2580 0.0440
C 3.6979 -5.4899 1.3555
O 4.2667 -4.2078 1.6154
C 3.4697 -3.2699 1.0160
O 3.5378 -2.1048 1.1845
O 2.5744 -3.8913 0.2042
H 1.2333 -6.3662 0.6780
H 1.0959 -5.6261 -0.9147
H 2.0967 -7.0715 -0.6990
H 3.6855 -5.2962 -0.7866
H 4.4807 -6.2430 1.3085
H 2.9964 -5.7311 2.1590
```

Output
M: 414.41 u
HOMO-LUMO gap: 4.9 eV
net charge: -1

Formally, the Mulliken partial charges of the atoms, in units of the elementary charge, are as follows:
1. C 0.17
2. N -0.67
3. C 0.24
4. S 0.72
5. O -0.65
6. O -0.68
7. H 0.12
8. H 0.23
9. H -0.32
10. H -0.12
11. H 0.11
12. H -0.05
13. C -1.38
14. C 0.49
15. C -0.11
16. O -0.19
17. C 0.55
18. O -0.58
19. O -0.41
20. H 0.31
21. H 0.36
22. H 0.36
23. H 0.28
24. H 0.21
25. H 0.10
26. C -1.39
27. C 0.50
28. C -0.55
29. O -0.25
30. C 0.55
31. O -0.48
32. O -0.40
33. H 0.33
34. H 0.35
35. H 0.36
36. H 0.29
37. H 0.33
38. H 0.28
39. C -1.38
40. C 0.48
41. C -0.56
42. O -0.34
43. C 0.55
44. O -0.45
45. O -0.24
46. H 0.33
47. H 0.34
48. H 0.38
49. H 0.29
50. H 0.28
51. H 0.32



Computed, not measured: a cluster of 2 separate species, C3H8ClO3PSi in total at a distorted geometry, with the ωB97M-V functional and the def2-TZVPD basis.

The geometry in XYZ format:
```
17
Properties=species:S:1:pos:R:3
C 0.8609 1.1695 -0.5708
C -1.6334 0.9489 0.0853
C -0.1946 0.6464 0.3462
O -1.4776 -2.3233 4.4633
O -0.8897 -1.5445 1.9017
O 1.5808 -1.2535 1.3160
Si -1.0068 -2.9006 3.1336
P 0.1869 -0.8501 1.0711
Cl 6.8072 6.3050 -14.7513
H 0.6060 1.0464 -1.6287
H 1.0206 2.2376 -0.3978
H 1.7912 0.6465 -0.3684
H -1.8764 1.9604 0.4246
H -2.2490 0.2474 0.6415
H -1.8920 0.8899 -0.9774
H -1.9425 -3.6858 2.2978
H 0.3086 -3.5401 3.0135
```

Output
M: 186.61 u
expectation value of S²: 2.006
HOMO-LUMO gap (alpha / beta): 5.3 / 5.2 eV
multiplicity: 3
net charge: -2

Formally, the Mulliken partial charges of the atoms, in units of the elementary charge, are as follows:
1. C -1.17
2. C -1.18
3. C 0.79
4. O -0.65
5. O 0.05
6. O -0.51
7. Si 0.20
8. P -0.13
9. Cl -1.00
10. H 0.33
11. H 0.29
12. H 0.36
13. H 0.28
14. H 0.35
15. H 0.31
16. H -0.17
17. H -0.16



Computed, not measured: a cluster of 2 separate species, C30H43N3P in total at a distorted geometry, with the ωB97M-V functional and the def2-TZVPD basis.

The geometry in XYZ format:
```
77
Properties=species:S:1:pos:R:3
C 2.5367 0.1711 0.1585
C 2.8532 1.1793 -0.9315
C 4.3394 1.5287 -0.8925
C 2.5008 0.6785 -2.3316
C 2.0103 2.3613 -0.6152
N 2.5897 3.5427 -0.3486
C 1.6454 4.5600 -0.2287
C 0.3958 3.9885 -0.5042
C -0.6464 4.8640 -0.7751
C -0.4581 6.2285 -0.6229
C 0.7654 6.8067 -0.2862
C 1.8409 5.9319 -0.1061
C 0.6147 2.5666 -0.6265
C -0.3797 1.5181 -0.6814
C -1.8370 1.9517 -0.6367
C -2.2485 2.6373 0.4996
C -3.4818 3.2637 0.5105
C -4.3449 3.1488 -0.5812
C -5.6282 3.9125 -0.6145
C -3.9833 2.3162 -1.6461
C -2.7507 1.6580 -1.6586
H 1.4687 -0.0925 0.2346
H 3.0866 -0.7529 -0.0507
H 2.8385 0.5846 1.1379
H 4.5879 2.2945 -1.6358
H 4.6498 1.8543 0.1066
H 4.9056 0.6238 -1.1432
H 2.7372 1.4659 -3.0636
H 3.0864 -0.2261 -2.5687
H 1.4327 0.4455 -2.4257
H 3.5773 3.7250 -0.2250
H -1.6096 4.4710 -1.0624
H -1.2870 6.8885 -0.7807
H 0.8799 7.8923 -0.2236
H 2.8391 6.3158 0.0706
H -0.2841 0.7926 -1.5293
H -1.5695 2.7353 1.3388
H -3.8158 3.8310 1.3752
H -6.1537 3.6809 -1.5396
H -6.2779 3.7290 0.2446
H -5.3894 4.9761 -0.6192
H -4.7081 2.1439 -2.4440
H -2.4975 0.9119 -2.4236
C -3.6693 -3.3459 1.1592
C -2.4035 -3.8837 0.5150
C -2.1628 -5.3285 0.9584
C -2.4499 -3.8059 -1.0075
N -1.1750 -3.2020 0.9196
P 0.1407 -3.7086 -0.0560
H -0.2241 1.0810 0.2635
N 1.1092 -2.9593 1.1558
C 2.4903 -3.3865 1.0067
C 3.4697 -2.6144 1.8714
C 2.7976 -3.3386 -0.4922
C 2.4711 -4.8431 1.4648
C 0.5081 -2.9927 2.4318
C -0.8284 -3.1415 2.2884
H -3.8984 -2.3130 0.8916
H -4.4981 -3.9453 0.7704
H -3.6782 -3.4513 2.2452
H -1.1679 -5.6676 0.6003
H -2.1625 -5.4021 2.0571
H -2.9468 -5.9448 0.5181
H -1.5208 -4.2145 -1.4757
H -3.2874 -4.4284 -1.3401
H -2.5679 -2.7758 -1.3766
H 3.3073 -2.8220 2.9329
H 4.4628 -2.9887 1.5984
H 3.4918 -1.5325 1.7243
H 2.1219 -4.0311 -1.0595
H 2.6882 -2.3472 -0.9551
H 3.8240 -3.6980 -0.6143
H 1.6758 -5.4006 0.9314
H 3.4541 -5.2537 1.2290
H 2.2531 -4.8865 2.5436
H 1.0661 -3.1161 3.3615
H -1.5207 -3.4151 3.0849
```

Output
M: 476.67 u
HOMO-LUMO gap: 4.1 eV
net charge: +1

Formally, the Mulliken partial charges of the atoms, in units of the elementary charge, are as follows:
1. C -1.48
2. C 2.85
3. C -2.40
4. C -1.56
5. C -1.16
6. N 0.07
7. C -0.57
8. C 0.54
9. C -0.21
10. C -0.84
11. C -0.69
12. C -0.80
13. C 1.23
14. C 0.07
15. C 0.13
16. C -0.44
17. C -0.59
18. C 0.97
19. C -1.41
20. C -0.87
21. C -0.71
22. H 0.18
23. H 0.16
24. H 0.60
25. H 0.49
26. H 0.42
27. H 0.41
28. H 0.47
29. H 0.41
30. H 0.12
31. H 0.24
32. H 0.49
33. H 0.43
34. H 0.38
35. H 0.37
36. H -0.12
37. H 0.37
38. H 0.38
39. H 0.37
40. H 0.32
41. H 0.31
42. H 0.31
43. H 0.38
44. C -1.57
45. C 0.68
46. C -1.23
47. C -1.45
48. N 0.55
49. P 0.03
50. H 0.19
51. N 0.76
52. C 0.39
53. C -1.11
54. C -1.65
55. C -1.41
56. C -0.39
57. C -0.39
58. H 0.36
59. H 0.44
60. H 0.35
61. H 0.32
62. H 0.36
63. H 0.48
64. H 0.33
65. H 0.48
66. H 0.36
67. H 0.38
68. H 0.46
69. H 0.22
70. H 0.39
71. H 0.54
72. H 0.51
73. H 0.32
74. H 0.49
75. H 0.37
76. H 0.41
77. H 0.42